(1)
DFT (ωB97M-V/def2-TZVPD) results for a cluster of 2 separate species, C14H23NO3P in total.

Structure (XYZ):
```
42
Properties=species:S:1:pos:R:3:forces:R:3:lowdin_charge:R:1
O -1.399244 -0.738463 3.033370 0.0 0.1 -0.2 0.10
C -0.943682 -0.570111 1.923784 0.0 0.0 0.3 -0.41
C -1.595797 -1.345452 0.766004 0.4 -0.2 -0.3 -0.24
P -2.994206 -0.413247 0.167480 -0.2 -0.3 0.2 1.10
C -4.192535 -0.055283 1.462212 -0.3 0.3 0.0 -0.32
C -4.035747 1.346362 2.069205 -0.1 0.1 0.1 -0.20
C -4.248284 2.497615 1.069025 0.0 0.2 0.2 -0.28
O -3.227270 3.473263 1.149539 0.0 -0.2 -0.1 -0.05
C 0.114291 0.404150 1.594184 0.0 0.0 0.1 -0.17
C 0.320019 1.465041 2.482528 0.2 0.1 0.0 -0.01
C 1.297400 2.405069 2.216150 0.0 0.0 0.0 -0.05
C 2.076582 2.295141 1.067537 -0.1 -0.1 -0.1 -0.04
C 1.885871 1.236794 0.188923 0.0 0.1 0.1 -0.05
C 0.907251 0.293815 0.449517 -0.1 0.0 -0.1 -0.03
H -0.928195 -1.490282 -0.085634 0.0 0.0 0.0 0.09
H -1.935710 -2.327968 1.094029 -0.1 0.1 0.2 0.12
H -2.537771 0.754704 -0.439332 0.0 0.0 0.0 0.06
H -3.610612 -1.176979 -0.822418 0.0 0.1 -0.1 0.04
H -5.185952 -0.155013 1.017004 0.0 0.0 -0.1 0.10
H -4.098864 -0.827657 2.227013 0.1 -0.1 0.0 0.11
H -4.784006 1.425837 2.858704 0.1 -0.1 0.1 0.12
H -3.061568 1.458533 2.545744 0.1 0.0 -0.1 0.11
H -5.223242 2.960133 1.237959 -0.1 -0.1 -0.1 0.13
H -4.253547 2.137095 0.037706 0.0 0.0 -0.1 0.10
H -3.424114 4.070710 1.876833 0.0 0.1 0.0 0.10
H -0.278396 1.557529 3.378380 -0.1 -0.1 0.0 0.12
H 1.450804 3.220080 2.909773 0.0 0.0 0.0 0.11
H 2.837937 3.031002 0.845799 0.0 0.0 0.1 0.11
H 2.498513 1.119217 -0.691989 0.0 0.0 0.0 0.10
H 0.824017 -0.528276 -0.248927 0.0 0.0 0.0 0.09
C 4.123885 -2.804036 -1.680293 0.0 0.0 0.0 0.00
C 3.325995 -1.754453 -2.414218 0.0 0.0 0.0 -0.53
O 2.532807 -1.022376 -1.827339 -0.1 -0.1 0.0 0.00
N 3.516461 -1.637241 -3.745538 0.0 0.0 0.0 0.01
C 4.409451 -2.403303 -4.597897 -0.1 0.1 0.0 -0.06
H 3.857464 -2.762668 -0.628885 0.0 0.0 0.0 0.08
H 3.903028 -3.800161 -2.064468 0.1 0.0 0.0 0.09
H 5.193370 -2.619120 -1.780706 0.0 -0.1 0.0 0.09
H 2.958552 -0.915001 -4.173995 0.0 0.0 0.0 0.14
H 5.131793 -1.744097 -5.079456 0.0 0.0 0.0 0.09
H 3.843228 -2.920696 -5.372623 0.0 0.0 0.0 0.09
H 4.950022 -3.140207 -4.014685 0.0 0.0 0.0 0.07
```
Forces are in eV/Å.

Charge = +1
E_tot = -1168.8508 a.u.
Largest force on an atom = 0.011 Eh/bohr
Gap between HOMO and LUMO = 8.76 eV
Molar mass = 284.32 u
Spin multiplicity = 1

(2)
DFT (ωB97M-V/def2-TZVPD) results for a structure of composition C10H25AlBN2O2.

Structure (XYZ):
```
41
Properties=species:S:1:pos:R:3:forces:R:3:lowdin_charge:R:1
C -0.794912 1.528602 0.700694 0.5 0.2 0.4 -0.14
C 0.647522 1.020280 0.713417 -0.3 0.0 -0.5 -0.28
C 0.814707 -0.419249 0.223030 0.2 0.1 0.2 -0.19
C 0.702571 -1.503587 1.306332 0.2 0.0 0.0 -0.37
O 1.654011 -2.512031 1.119525 -0.5 -0.5 -0.3 -0.33
Al 1.095697 -4.077220 0.357390 0.1 0.0 0.6 0.25
B 1.790021 -4.234812 -1.662474 0.1 -0.6 -0.4 -0.60
O 0.839088 -4.381623 -2.722246 0.7 0.0 -0.3 -0.02
N 3.162565 -4.168470 -2.128232 -0.5 1.2 0.4 -0.16
C 3.391172 -3.432581 -3.361308 0.2 -0.5 -0.4 -0.12
C 4.141342 -3.813583 -1.106295 0.0 -0.1 -0.1 -0.13
H -1.426070 0.991113 1.403562 -0.1 -0.2 -0.1 0.05
H -0.799370 2.573487 1.021995 -0.2 0.1 -0.1 0.05
H -1.202490 1.473804 -0.306238 -0.2 -0.1 0.0 0.07
H 1.071437 1.135268 1.712029 0.1 -0.1 0.1 0.10
H 1.223914 1.668570 0.047342 0.1 0.1 0.1 0.09
H 0.112156 -0.622696 -0.587858 0.0 0.0 -0.1 0.11
H 1.816564 -0.527635 -0.194414 0.1 -0.1 0.0 0.10
H 0.860049 -1.035526 2.289587 0.1 0.1 0.1 0.10
H -0.312643 -1.915466 1.316866 -0.1 0.0 0.0 0.07
H 1.562577 -5.366563 1.255791 0.2 0.0 0.1 -0.11
H -0.538908 -4.076337 0.355360 -0.1 0.1 0.0 -0.08
H 0.418644 -5.227982 -2.574403 -0.6 0.1 0.2 0.06
H 4.397624 -3.622578 -3.747607 0.1 0.0 0.0 0.07
H 3.285458 -2.349831 -3.230647 0.0 0.1 0.1 0.08
H 2.690557 -3.756906 -4.126470 -0.1 0.0 0.0 0.07
H 3.980297 -4.442039 -0.233739 0.1 0.0 0.1 0.06
H 5.150438 -3.969461 -1.495350 0.1 -0.1 0.0 0.07
H 4.059445 -2.773298 -0.776616 0.0 0.1 0.0 0.08
C -3.130414 5.036747 -0.086182 -0.1 0.0 0.0 -0.11
C -4.175429 5.411965 0.958508 0.1 0.0 -0.2 -0.26
C -3.816935 4.906034 2.360062 -0.1 0.0 -0.1 -0.19
C -3.709548 3.448236 2.381486 0.1 0.2 0.0 -0.23
N -3.614080 2.307558 2.347080 -0.1 -0.3 0.1 0.17
H -3.038850 3.954768 -0.185638 0.0 0.0 0.0 0.07
H -3.403354 5.437134 -1.062582 0.0 0.0 0.0 0.07
H -2.149360 5.434792 0.179131 0.0 0.0 0.0 0.08
H -5.146303 5.007212 0.667359 0.0 0.0 0.0 0.11
H -4.281145 6.497984 0.999374 0.0 0.0 0.1 0.10
H -4.574040 5.205203 3.085392 0.0 0.0 0.0 0.11
H -2.861983 5.324480 2.682022 0.0 0.0 0.0 0.12
```
Forces are in eV/Å.

Charge = -1
E_tot = -923.3872 a.u.
Largest force on an atom = 0.026 Eh/bohr
Gap between HOMO and LUMO = 5.88 eV
Molar mass = 243.12 u
Spin multiplicity = 1

(3)
DFT (ωB97M-V/def2-TZVPD) results for the molecule C2H9N5.

Structure (XYZ):
```
16
Properties=species:S:1:pos:R:3:forces:R:3:lowdin_charge:R:1
C 1.861347 -0.732166 0.041821 -0.1 0.0 0.1 -0.24
N 0.915184 -0.077468 -0.826489 -0.8 -0.4 0.3 -0.24
N 0.884953 1.295377 -0.486436 -1.4 0.7 1.0 -0.07
H 0.601828 1.809292 -1.317749 0.0 -0.1 0.1 0.07
H 2.859125 -0.267998 0.023009 -0.1 0.0 0.0 0.06
H 1.959928 -1.772258 -0.280208 0.0 0.0 0.0 0.06
H 1.573392 -0.762019 1.125143 0.0 0.0 -0.1 0.04
C -1.036136 0.212305 0.123935 0.6 -1.1 -0.6 -0.54
N -1.881818 0.168789 -0.941519 0.0 0.0 0.0 0.15
N -1.241402 -0.683227 1.109136 0.0 0.1 0.0 0.18
N -0.419199 1.420033 0.403695 1.6 0.6 -0.7 0.04
H -1.756891 0.945353 -1.574285 0.0 0.0 0.1 0.10
H -1.895453 -0.717885 -1.426597 0.0 0.1 0.1 0.11
H -1.844181 -1.472246 0.931709 0.0 0.1 0.0 0.11
H -0.460350 -0.856124 1.726480 0.0 0.0 -0.1 0.09
H -0.120326 1.490240 1.368354 0.0 -0.1 -0.1 0.09
```
Forces are in eV/Å.

ΔE to the lowest compared entry with this formula, charge and spin = 406.9 kJ/mol
E_tot = -355.2439 a.u.
Largest force on an atom = 0.036 Eh/bohr
Gap between HOMO and LUMO = 7.48 eV
Molar mass = 103.13 u
Spin multiplicity = 1

(4)
DFT (ωB97M-V/def2-TZVPD) results for the molecule C5H7NO2.

Structure (XYZ):
```
15
Properties=species:S:1:pos:R:3:forces:R:3:lowdin_charge:R:1
C -0.341925 -0.874465 -1.502542 3.5 -0.3 -1.5 -0.12
N -0.920868 -1.680468 -0.568012 -2.1 0.6 0.6 -0.09
C 0.825416 0.886024 -0.184508 0.3 -0.2 3.0 -0.33
C 0.584874 0.124528 -1.351387 -2.0 -0.8 -1.5 -0.01
C 0.426401 0.537713 1.092113 1.1 1.4 -2.7 -0.06
C -0.813026 -0.101312 1.414794 -3.5 -2.7 -1.4 -0.08
O -1.723306 -0.783449 0.159148 2.3 0.8 3.8 -0.14
O 1.633632 1.964192 -0.386440 0.5 -0.3 -0.4 0.05
H 1.655475 2.500860 0.406508 0.0 0.1 0.2 0.10
H -0.494467 -2.456776 -0.074276 0.2 0.6 0.1 0.14
H -0.543159 -1.237565 -2.496334 0.3 0.2 -0.6 0.10
H 1.082533 0.464970 -2.254565 -0.4 0.3 0.0 0.11
H 0.935574 1.008446 1.922116 -0.1 0.3 0.2 0.11
H -1.621747 0.579644 1.701814 0.3 0.0 0.3 0.11
H -0.685406 -0.932342 2.121572 -0.4 0.3 0.0 0.11
```
Forces are in eV/Å.

ΔE to the lowest compared entry with this formula, charge and spin = 481.9 kJ/mol
E_tot = -399.7820 a.u.
Largest force on an atom = 0.090 Eh/bohr
Gap between HOMO and LUMO = 8.41 eV
Molar mass = 113.12 u
Spin multiplicity = 1